No. 1
Formula: C4H13N4
Source: the OMol25 dataset
Level of theory: ωB97M-V with the def2-TZVPD basis set

Computed properties:
Calculated total energy   -379.01095 Eh
ΔE to the lowest compared entry with this formula, charge and spin   15.6 kcal per mole
Charge   +1

Each line ends with the natural charge from an NBO analysis.
Element x y z (Å)
H: 3.018 -1.864 1.004  0.2218
H: -2.920 0.913 1.210  0.3749
H: -3.865 -1.169 0.454  0.4070
H: 0.426 3.125 -0.408  0.2443
N: -3.104 -1.180 -0.210  -0.7843
H: -1.549 -0.203 -1.105  0.1742
H: 2.541 0.167 -0.362  0.4161
H: -0.780 1.337 0.419  0.4564
N: -2.216 0.872 0.481  -0.7675
H: -0.054 -0.806 0.649  0.2156
H: 1.499 -2.516 0.365  0.2170
H: -3.140 -1.889 -0.924  0.4145
N: 1.845 -0.502 -0.056  -0.5385
N: 0.268 1.167 0.201  -0.5326
H: 1.524 2.030 -1.256  0.2086
C: -2.257 -0.142 -0.284  0.3139
H: 2.858 -2.193 -0.729  0.2274
H: 1.862 2.514 0.424  0.2211
C: 2.329 -1.844 0.157  -0.4128
C: 1.074 2.261 -0.288  -0.4459
C: 0.639 -0.075 0.258  0.3689

***

No. 2
Formula: C4H13N4
Source: the OMol25 dataset
Level of theory: ωB97M-V with the def2-TZVPD basis set

Computed properties:
Calculated total energy   -378.78341 Eh
ΔE to the lowest compared entry with this formula, charge and spin   158.4 kcal per mole
Charge   +1

Each line ends with the natural charge from an NBO analysis.
Element x y z (Å)
H: -3.359 0.060 0.113  0.2242
H: -3.056 -0.892 -1.238  0.2174
N: 1.191 0.189 1.109  -0.6598
H: 0.393 2.929 0.593  0.2411
H: -0.926 -1.247 0.798  0.2406
C: -2.857 -0.888 -0.156  -0.6052
H: 4.075 -0.911 -0.351  0.3683
H: -1.265 1.137 -1.048  0.2318
N: 3.091 -1.035 -0.659  -0.3032
N: 2.199 -1.294 0.082  -0.2315
H: 1.826 0.918 1.528  0.3528
C: -0.711 0.440 -0.424  0.1288
N: 0.368 0.873 0.193  -0.0976
H: 1.309 -1.394 -0.505  0.4408
C: 0.799 2.199 -0.166  -0.4326
C: -1.285 -0.868 -0.073  -0.4737
H: 2.382 -1.594 1.122  0.4427
H: 0.437 2.432 -1.108  0.2227
H: -0.928 -1.493 -0.964  0.2212
H: -3.275 -1.752 0.377  0.2442
H: 1.862 2.245 -0.332  0.2273

***

No. 3
Formula: C4H13N4O
Source: the OMol25 dataset
Level of theory: ωB97M-V with the def2-TZVPD basis set

Computed properties:
Calculated total energy   -454.26748 Eh
ΔE to the lowest compared entry with this formula, charge and spin   37.8 kcal per mole
Charge   +1

Each line ends with the natural charge from an NBO analysis.
Element x y z (Å)
O: -0.720 1.293 0.305  -0.6938
H: 0.475 1.618 -2.524  0.2368
H: 0.075 -1.868 2.875  0.4432
H: -2.186 1.024 -2.449  0.4082
H: -0.699 2.815 -2.501  0.2390
N: -0.020 -0.956 2.386  -0.7886
H: -0.567 -2.294 -0.451  0.2111
H: 1.437 1.033 0.420  0.4081
N: 1.100 -1.442 0.454  -0.5404
C: 0.342 -2.615 0.052  -0.4275
H: 1.468 1.277 2.053  0.4119
N: 1.519 0.582 1.318  -0.7529
H: 0.991 -3.220 -0.638  0.2395
H: 0.581 2.840 -1.186  0.2382
N: -2.093 0.919 -1.458  -0.8066
H: 0.017 -3.214 0.907  0.2149
H: -2.723 0.341 -0.896  0.4179
C: 0.669 -0.521 1.321  0.7205
H: -0.291 -0.223 3.033  0.4192
C: -1.015 1.483 -0.867  0.7028
C: -0.070 2.284 -1.834  -0.7195
H: 1.712 -1.156 -0.319  0.4179

***

No. 4
Formula: C4H13N4O
Source: the OMol25 dataset
Level of theory: ωB97M-V with the def2-TZVPD basis set

Computed properties:
Calculated total energy   -454.32777 Eh
ΔE to the lowest compared entry with this formula, charge and spin   0.0 kcal per mole
Charge   +1

Each line ends with the natural charge from an NBO analysis.
Element x y z (Å)
H: -1.220 3.367 0.028  0.2493
N: 1.159 2.288 -0.807  -0.5849
N: -0.470 -1.456 1.700  -0.7733
H: -1.153 -4.389 0.519  0.4257
H: -1.381 2.846 -1.678  0.2493
H: -0.261 -0.504 1.389  0.4623
N: -0.663 -2.131 -0.499  -0.7733
C: -0.702 -2.413 0.803  0.6714
H: -0.500 -1.673 2.699  0.4144
C: 2.432 1.599 -0.717  -0.4233
H: 1.129 3.267 -1.103  0.4164
O: -0.019 0.476 -0.143  -0.7542
H: -1.005 -3.870 2.207  0.4257
H: -2.132 1.878 -0.372  0.2436
H: 2.458 0.729 -1.395  0.2110
C: -0.005 1.650 -0.503  0.7191
C: -1.256 2.491 -0.642  -0.7221
H: 2.619 1.249 0.312  0.2111
N: -0.974 -3.654 1.207  -0.7718
H: -0.454 -1.179 -0.810  0.4623
H: -0.841 -2.866 -1.188  0.4145
H: 3.238 2.294 -1.005  0.2268

***

No. 5
Formula: C4H13N5O2
Source: the OMol25 dataset
Level of theory: ωB97M-V with the def2-TZVPD basis set

Computed properties:
Calculated total energy   -583.83313 Eh
ΔE to the lowest compared entry with this formula, charge and spin   0.6 kcal per mole
Charge   +2

Each line ends with the natural charge from an NBO analysis.
Element x y z (Å)
N: 2.033 0.777 -0.176  -0.4979
H: 4.017 2.085 -0.894  0.5427
O: 3.542 2.376 -0.097  -0.5846
H: 2.071 -1.679 0.522  0.4246
N: -0.160 -0.658 1.704  -0.8665
H: -3.583 3.058 -0.093  0.4460
H: 2.209 2.148 1.294  0.2024
H: -4.687 1.823 -0.673  0.4520
H: -0.252 -1.691 1.630  0.4788
H: 0.596 -0.155 -1.381  0.2178
H: -3.584 2.471 -1.566  0.4482
C: 1.349 -0.230 -0.601  0.4045
N: 1.552 -1.533 -0.319  -0.5323
O: 0.022 -3.144 0.288  -0.7493
H: -3.065 1.505 0.008  0.4913
C: 2.568 1.750 0.425  0.5635
C: -0.890 0.233 1.107  0.5472
N: -1.484 0.922 0.378  -0.5236
N: -3.751 2.213 -0.597  -0.9198
H: -0.030 -2.208 -1.527  0.1858
H: 0.125 -0.415 2.628  0.4334
C: 0.651 -2.579 -0.852  0.1062
H: 1.391 -3.222 -1.256  0.2064
H: -0.640 -3.849 0.048  0.5232

***

No. 6
Formula: C4H13NO
Source: the OMol25 dataset
Level of theory: ωB97M-V with the def2-TZVPD basis set

Computed properties:
Calculated total energy   -290.06576 Eh
Multiplicity   2
ΔE to the lowest compared entry with this formula, charge and spin   48.1 kcal per mole
Charge   -1

Each line ends with the Mulliken spin population.
Element x y z (Å)
C: 0.886 -0.722 -1.623  -0.0661
H: -2.957 -0.013 -0.914  -0.0035
H: 1.246 -1.708 0.320  0.0168
H: 0.500 -1.588 -2.192  0.0535
H: -1.381 -2.960 -0.659  0.0044
H: 0.343 0.163 -1.973  -0.0102
O: -2.148 -0.398 -1.250  0.0029
H: -0.732 2.457 1.348  -0.0008
H: -0.065 1.635 2.775  -0.0005
H: -1.396 -3.141 0.061  0.0018
H: 1.732 0.613 1.392  -0.0140
H: 1.950 -0.580 -1.881  0.0528
N: -0.175 -0.100 0.638  0.0554
C: 0.705 -0.876 -0.129  0.8346
C: 0.192 2.067 1.808  0.0279
C: 0.804 0.964 0.868  0.0428
H: 0.874 2.916 1.955  -0.0004
H: 1.097 1.533 -0.045  -0.0002
H: -1.476 -0.261 -0.500  0.0029

***

Number 1: strongest force on any atom 1.1 eV/A. Number 2: strongest force on any atom 5.5 eV/A. Number 3: strongest force on any atom 4.6 eV/A. Number 4: strongest force on any atom 2.1 eV/A. Number 5: strongest force on any atom 4.0 eV/A. Number 6: strongest force on any atom 2.9 eV/A.